Record 1
DFT (ωB97M-V with the def2-TZVPD basis set) results for a molecular structure, C29H27I2N6O7PY at a distorted geometry.

Positions of all 73 atoms, in Å:
I: 3.2086 -3.7716 -0.5564
I: 2.0477 -1.1195 2.0290
Y: 0.3708 -0.2151 -0.5467
P: -0.7746 0.7156 1.9206
O: -0.4125 -2.0996 0.1151
O: -2.1222 1.5813 2.0081
O: 0.2553 1.4907 2.8883
O: 0.5147 -1.5663 -2.3768
O: -0.9963 -0.4791 2.9874
O: -2.9538 -7.5983 -1.2326
O: -2.2483 -7.0462 -3.1971
N: -2.3952 -6.8456 -2.0059
N: 0.7531 1.9102 -0.6205
N: 2.7278 0.0017 -1.3211
N: -1.7246 0.3043 -1.3997
N: -1.5567 2.6031 -0.7386
N: 3.1278 2.1783 -0.4100
C: -3.6506 1.5443 -0.6686
C: 0.4532 6.5318 -0.9419
C: -2.1185 -1.3517 2.8062
C: -0.3605 5.4039 -0.9222
C: -1.1531 -4.7572 -2.2733
C: -4.4793 0.5051 -0.9991
C: 1.8376 6.4238 -0.8415
C: 1.9452 2.6328 -0.5887
C: 4.1801 -1.5625 1.7660
C: 4.7452 -1.1101 0.4131
C: 2.4570 5.1850 -0.7176
C: 1.6450 4.0690 -0.6973
C: -0.8255 -3.2137 -0.3801
C: -3.9300 -0.6269 -1.6079
C: -2.5716 -0.6762 -1.7799
C: -2.6290 2.0545 3.2703
C: 4.4910 0.3668 0.2871
C: 4.2661 -1.8606 -0.8461
C: 0.0520 -2.6848 -2.6541
C: -1.8344 -5.6123 -1.4552
C: 3.2479 -1.1218 -1.6382
C: -2.2668 1.4516 -0.9126
C: -0.2837 2.8087 -0.7367
C: -1.4870 -4.1683 0.4344
C: 3.4445 0.8404 -0.3975
C: -1.9898 -5.3268 -0.0884
C: 0.8037 2.7695 2.5539
C: 0.2607 4.1772 -0.7969
C: -0.6405 -3.5539 -1.7626
H: -4.5467 -1.4477 -1.9440
H: 1.7381 2.6524 2.0031
H: 2.8756 -1.6102 -2.5330
H: -2.0664 1.6385 4.1049
H: 5.0839 1.0352 0.8963
H: 1.0088 3.2791 3.4920
H: -2.5577 3.1403 3.2863
H: 4.2911 -2.6292 1.9389
H: 2.4389 7.3231 -0.8618
H: 3.5320 5.0924 -0.6380
H: 5.8238 -1.2710 0.4987
H: 5.0943 -2.1883 -1.4694
H: 0.1848 -3.0517 -3.6815
H: -2.5063 -6.0433 0.5350
H: 4.6657 -1.0079 2.5643
H: -4.0140 2.4638 -0.2349
H: -3.0191 -0.8998 3.2243
H: -1.5802 -3.9532 1.4898
H: 0.0001 7.5098 -1.0355
H: 0.1055 3.3713 1.9671
H: -2.1311 -1.5345 -2.2649
H: -2.2872 -1.5739 1.7508
H: -1.4368 5.4770 -1.0033
H: -5.5450 0.5716 -0.8240
H: -1.0140 -5.0146 -3.3158
H: -3.6734 1.7588 3.3427
H: -1.8953 -2.2695 3.3440

## Properties
- Charge: +1
- Kohn-Sham gap: 0.2587 Ha
- HOMO level: -0.3950 Ha
- Energy above the lowest of the compared OMol25 structures with the same formula, charge and spin: 9.30 kcal per mole

=====

Record 2
DFT (ωB97M-V with the def2-TZVPD basis set) results for a molecular structure, C4H15N2O at a distorted geometry.

Positions of all 22 atoms, in Å:
O: 1.1239 0.8313 0.1007
N: -0.3769 -1.3215 -1.5182
N: 1.6854 -1.3776 0.6425
C: -1.2936 2.5060 0.7196
C: -0.5500 -0.1700 -2.3952
C: -2.0485 1.4126 0.4956
C: 1.1289 -1.4257 1.9878
H: 0.3235 -1.1925 -0.7813
H: -3.1032 1.4520 0.2477
H: -0.1256 -2.1438 -2.0504
H: 0.2174 -0.8175 2.0550
H: -1.7886 3.3931 1.0900
H: 0.7900 -2.4425 2.2107
H: 1.8107 -0.9348 2.6918
H: 1.3774 -0.2666 0.3006
H: -0.2396 2.2114 0.6930
H: 2.5960 -1.8449 0.6864
H: -1.0912 0.6490 -1.9081
H: -1.5266 0.4625 0.4784
H: 0.4014 0.2106 -2.7603
H: -1.2611 -0.5420 -3.1390
H: 1.9506 1.3509 0.1525

## Properties
- Charge: +1
- Kohn-Sham gap: 0.1305 Ha
- HOMO level: -0.4754 Ha
- Energy above the lowest of the compared OMol25 structures with the same formula, charge and spin: 217.50 kcal per mole

=====

Record 3
DFT (ωB97M-V with the def2-TZVPD basis set) results for a molecular structure, C15H11Cl5CoF5I at a distorted geometry.

Positions of all 38 atoms, in Å:
I: -2.5046 -0.9343 -0.3871
Co: 0.9485 -0.5644 -1.6623
Cl: 3.2521 -4.0519 -0.0011
Cl: -1.2270 -1.0290 3.0631
Cl: 1.6961 -0.9390 4.1056
Cl: 3.9306 -2.5108 2.6110
Cl: 0.5162 -3.9039 -1.2684
F: 1.1214 -2.3109 -4.0420
F: -0.8886 -1.4073 -3.9520
F: 0.2135 -5.3877 0.5704
F: 2.5454 -1.3603 -1.3201
F: -1.6908 -3.3468 -2.4119
C: 1.3212 -1.8092 2.6694
C: -0.0050 2.3166 -0.6888
C: -0.4022 -3.0710 -2.4357
C: 0.7289 -3.1410 0.3562
C: -0.4536 3.6043 -0.1364
C: 0.5542 4.0861 0.9156
C: 0.0215 -1.8346 2.1860
C: -0.3137 -2.5196 1.0127
C: -0.5589 4.6472 -1.2567
C: 2.0363 -3.1829 0.8208
C: 0.3295 1.2198 -1.0922
C: 0.1336 -1.8943 -3.1681
C: -1.7370 -2.6797 0.6004
C: 2.3286 -2.5033 1.9955
C: -1.8275 3.4198 0.5222
H: -1.2834 4.3302 -2.0079
H: -2.3644 -2.8293 1.4720
H: -1.8543 -3.5328 -0.0572
H: 0.4050 4.7771 -1.7501
H: 0.2341 5.0446 1.3339
H: -2.5623 3.0854 -0.2116
H: 1.5422 4.2097 0.4709
H: 0.6367 3.3603 1.7254
H: -1.7749 2.6688 1.3115
H: -0.8767 5.6107 -0.8484
H: -2.1708 4.3637 0.9555

## Properties
- Charge: -1
- Kohn-Sham gap (spin up / spin down): 0.2827 / 0.2568 Ha
- HOMO level (spin up / spin down): -0.1983 / -0.2194 Ha
- Spin multiplicity: 5
- Energy above the lowest of the compared OMol25 structures with the same formula, charge and spin: 60.12 kcal per mole

=====

Record 4
DFT (ωB97M-V with the def2-TZVPD basis set) results for 10 unconnected molecules or ions with the total composition C52H120N4O12 at a distorted geometry.

Positions of all 188 atoms, in Å:
O: 4.7510 -3.7834 3.0637
O: -3.5277 0.6032 -5.1971
O: 3.9114 1.8627 2.9285
O: -0.9818 4.6504 5.4460
O: 6.1430 1.1096 5.6675
O: -2.2445 -3.0311 2.1423
O: 2.6293 5.4205 -2.9596
O: 2.8547 -3.6198 -5.3541
O: 0.1311 -1.0443 1.9921
O: 2.0767 -0.1857 3.8454
O: -5.1726 -3.8273 1.1959
O: 0.1129 0.1470 6.8768
N: 2.8248 -3.9958 -3.9809
N: -5.9532 -2.9050 0.5203
N: 2.5908 4.3456 -3.9083
N: -0.1363 4.5774 4.3020
C: 2.4979 -5.8599 -2.4417
C: -1.4109 -4.5362 3.8504
C: -7.1806 -0.7292 0.6694
C: 1.6336 0.4157 5.0426
C: -1.2219 -0.1402 0.1813
C: 3.5947 -3.0006 2.8104
C: 0.5654 5.5390 -4.9316
C: 3.8644 -6.1306 -4.5292
C: 2.6076 -1.7262 -3.3870
C: 3.3905 -2.8263 1.3261
C: 0.7612 5.7579 4.3645
C: 2.6023 -5.4787 -3.9057
C: 0.9788 2.5289 -5.3625
C: -2.1209 5.3172 2.9504
C: -1.6759 -4.2942 2.4263
C: -3.9449 -2.1832 -0.9221
C: -5.0495 -1.0788 1.9751
C: 0.8741 5.4586 1.8174
C: 1.5996 5.6876 5.6604
C: -5.4132 -2.6714 -0.8583
C: 1.7271 3.6581 -6.0672
C: -0.0282 0.0944 1.1315
C: 1.6515 5.7298 3.1117
C: 1.9211 4.8632 -5.1309
C: 1.3945 -5.9295 -4.7249
C: -0.0359 7.0620 4.4194
C: 0.4671 -3.0193 -3.7641
C: 4.7250 2.1051 4.0668
C: -1.6358 0.3978 -3.6795
C: -6.3136 -1.8128 1.4012
C: 1.8947 -3.4657 -1.7682
C: 2.0484 3.2041 -3.1585
C: -2.7510 -1.6543 -4.6700
C: 3.1681 2.8110 -2.1665
C: 1.7985 2.0704 -4.1181
C: -0.0848 4.2835 1.8608
C: -5.5263 -3.9723 -1.6171
C: -6.6157 -0.3740 -0.7276
C: 1.5426 -4.9620 -1.6130
C: -1.0044 4.3065 3.1327
C: 1.2637 0.2954 0.3736
C: -1.6637 2.9638 3.4770
C: 0.6298 -0.4525 5.7021
C: -2.9504 -0.2295 -4.1994
C: -6.3788 -1.6259 -1.5473
C: 5.4077 0.8250 4.4608
C: -0.5160 -4.5880 1.4957
C: 2.8547 5.9018 -5.7300
C: -7.0852 -2.4394 2.5687
C: 1.9126 -3.0780 -3.3006
C: 2.4226 -3.6251 3.5751
C: 0.7306 3.4294 -2.3722
H: -0.6573 3.9874 6.0416
H: 0.5085 -5.1442 -1.9220
H: 3.6682 -3.1324 -5.4495
H: -2.1009 -0.3328 0.7770
H: -7.8706 -3.1313 2.2249
H: 1.5732 5.3029 0.9705
H: -0.9420 2.1995 3.7108
H: -3.6311 -0.2015 -3.3414
H: -7.3840 -1.9750 -1.7161
H: 4.2770 -2.5072 0.7717
H: 2.7422 0.3904 3.4421
H: 2.0713 0.6120 1.0741
H: -4.2936 -3.4492 1.3955
H: -2.1381 -2.2060 -3.9683
H: -2.2703 2.6302 2.6405
H: -0.0629 -5.5423 1.7611
H: 2.5677 -2.1056 1.1350
H: -3.7412 -2.2243 -2.0100
H: 0.8526 -0.8519 2.6212
H: -0.8644 6.9728 5.1257
H: -0.2166 4.9087 -4.5063
H: 2.3700 -1.2126 -4.3420
H: -5.3756 -3.8214 -2.7075
H: 6.1431 0.5021 3.6676
H: 1.5178 -5.8856 -5.8007
H: 3.2133 3.4715 -1.3062
H: 2.1306 6.7150 3.0439
H: 2.6274 3.2501 -6.5194
H: 1.4725 -3.0951 3.4638
H: 0.9385 6.0920 6.4281
H: -0.1913 -0.6363 5.0273
H: -5.9368 -1.3178 -2.5286
H: 1.0483 -1.4337 5.8822
H: -8.2175 -1.0724 0.5461
H: -2.8975 0.6404 -5.9253
H: -1.7664 1.4581 -3.4920
H: 0.2535 -0.4395 7.6445
H: 4.0422 2.4739 4.8812
H: -0.0944 3.6303 -3.0374
H: -4.3351 -1.7081 2.4846
H: 0.1842 5.9293 -5.9079
H: 1.6153 -0.5573 -0.2295
H: -1.6879 6.2706 2.7408
H: 1.8859 4.6945 5.9778
H: 3.8038 -2.0090 3.2581
H: 2.6578 -3.5560 4.6524
H: -0.8475 -4.5516 0.4491
H: 2.8334 -3.3216 -1.2607
H: 2.8822 6.8136 -5.1044
H: 3.6736 -1.7474 -3.2527
H: 2.4716 5.0289 3.2103
H: 2.3297 -4.6873 3.3592
H: -2.4893 -4.9882 2.1494
H: 0.1202 -1.9641 -3.8302
H: -1.0428 -5.5426 4.0728
H: -2.7373 5.4407 3.8378
H: 0.7285 4.2161 -1.6098
H: -2.2806 -1.6165 -5.6516
H: -4.5023 -0.4179 1.3233
H: 6.4728 0.2417 5.9498
H: 2.6898 1.5809 -4.5028
H: 0.6446 7.8780 4.7537
H: 1.1473 -2.8010 -1.2738
H: -3.8705 -1.1754 -0.5435
H: -2.3355 3.0768 4.3456
H: 3.8639 5.5065 -5.8507
H: 2.0992 -6.8846 -2.5092
H: 1.1463 1.1741 -0.2747
H: -4.7231 -4.6173 -1.2809
H: 5.4593 2.8924 3.8557
H: -3.7040 -2.1723 -4.8209
H: 2.5843 6.1917 -6.7446
H: -0.2304 1.0233 1.7099
H: -5.7310 0.2289 -0.5976
H: 4.5534 -4.6882 2.7908
H: 0.8068 1.6443 -5.9932
H: -1.3576 -0.1030 -2.7503
H: -7.3058 0.2727 -1.2976
H: -5.4190 -0.3681 2.7261
H: 1.1931 1.4125 4.8566
H: 3.5513 5.5237 -2.7881
H: 0.4688 2.5032 -1.8331
H: 0.6798 6.3591 -4.2130
H: 1.1695 -6.9666 -4.5007
H: 2.4874 0.5192 5.7788
H: 3.4581 -5.9061 -1.9326
H: 3.9451 -5.9009 -5.5899
H: -2.3066 -4.3802 4.4414
H: 1.2558 1.3066 -3.5774
H: -6.4527 -4.4773 -1.3894
H: 2.2831 -1.0449 -2.6005
H: -0.4555 7.3162 3.4693
H: 0.0034 2.9119 -5.0803
H: 4.1457 2.7538 -2.6525
H: 3.6490 -7.1954 -4.4711
H: 3.0684 -3.7862 0.9179
H: 2.9441 1.7925 -1.7911
H: -7.5045 -1.6767 3.2467
H: -3.2114 -2.8077 -0.4389
H: 4.7217 -0.0180 4.6475
H: 0.2992 -3.4619 -4.7698
H: 1.6196 -5.2451 -0.5563
H: 4.4358 1.5685 2.1685
H: 1.1180 4.0253 -6.9184
H: 2.5025 6.2831 5.6072
H: -0.6795 -3.7550 4.1782
H: -1.4092 0.7550 -0.4282
H: 0.3133 -3.8591 1.5549
H: -0.7739 0.2668 -4.3417
H: -1.5424 -2.3766 2.1261
H: 4.7877 -5.8596 -3.9905
H: -2.7712 5.0380 2.1102
H: -0.1764 -3.5584 -3.0802
H: 0.5054 3.3599 1.7887
H: -1.1179 -1.0375 -0.4494
H: 0.4694 -5.4580 -4.4516
H: -7.2003 0.0958 1.3644
H: -6.3963 -3.0625 3.1521
H: -0.7500 4.3515 1.0131
H: 0.3204 6.3978 1.6199

## Properties
- Charge: 0
- Kohn-Sham gap: 0.2995 Ha
- HOMO level: -0.2928 Ha
- SMILES string: CC1(C)CCCC(C)(C)N1O.CC1(C)CCCC(C)(C)N1O.CC1(C)CCCC(C)(C)N1O.CC1(C)CCCC(C)(C)N1O.CC(C)O.CC(C)O.CC(C)O.CC(C)O.OCCO.OCCO

=====

Record 5
DFT (ωB97M-V with the def2-TZVPD basis set) results for a molecular structure, C9H12AuCl3GeN2SSi at a distorted geometry.

Positions of all 30 atoms, in Å:
Au: -0.0135 0.4504 0.1846
Ge: 1.6243 1.1208 -1.5840
Cl: 1.2603 -0.1716 -3.2842
Cl: 1.5095 3.1214 -2.3079
Cl: 3.6480 0.7665 -1.0113
S: -1.7142 -0.8776 -1.6394
Si: -2.0830 -3.6475 -3.4267
N: -1.8616 -0.7698 2.3625
N: 0.3527 -1.9566 -0.5031
C: 1.2222 -2.8916 -0.2167
C: -0.6266 -2.1687 -1.3904
C: -1.7870 -2.3396 -4.7917
C: -1.1788 -0.2514 1.6139
C: -0.7462 -3.3901 -2.0855
C: 0.1846 -4.3729 -1.7662
C: 1.1712 -4.1448 -0.8252
C: -3.7772 -3.3532 -2.5836
C: -1.8751 -5.4296 -4.0491
H: -0.7530 -2.3520 -5.1250
H: 1.8924 -4.8993 -0.5647
H: -0.9044 -5.5997 -4.5080
H: -4.5749 -3.6697 -3.2474
H: -3.8521 -3.9262 -1.6635
H: -2.6257 -5.6432 -4.8032
H: -2.0225 -1.3420 -4.4314
H: -2.4200 -2.5569 -5.6462
H: -3.9158 -2.3012 -2.3495
H: 1.9746 -2.6374 0.5160
H: -2.0046 -6.1588 -3.2533
H: 0.1391 -5.3253 -2.2710

## Properties
- Charge: +1
- Kohn-Sham gap (spin up / spin down): 0.2075 / 0.2135 Ha
- HOMO level (spin up / spin down): -0.5004 / -0.5023 Ha
- Spin multiplicity: 2

=====

Record 6
DFT (ωB97M-V with the def2-TZVPD basis set) results for 8 unconnected molecules or ions with the total composition C7H28FN14O7 at a distorted geometry.

Positions of all 57 atoms, in Å:
F: -0.0645 -0.0926 0.3817
O: 4.4631 -0.4475 2.5729
O: -0.6190 3.8351 -1.8974
O: -1.7927 2.1180 4.1688
O: 2.7140 -0.3145 -3.9384
O: 1.2044 -3.4417 3.1359
O: -3.4234 2.1133 -3.0936
O: -2.2047 -4.3994 -1.4547
N: -1.7579 1.0618 -1.9687
N: 1.0914 -3.0712 1.0340
N: -1.0824 -2.8305 -2.5506
N: 0.4435 5.0435 -0.3280
N: -0.2396 -1.9334 2.3076
N: 2.3763 -0.2386 3.0078
N: 1.1703 0.6534 -2.7421
N: -0.1634 3.0543 0.1301
N: -0.0274 1.5403 2.8804
N: -3.3574 -0.0318 -2.6431
N: -1.8931 0.5001 2.6800
N: -1.8363 -2.3493 -0.6635
N: 1.9218 -1.1934 -2.0597
N: 2.9699 -0.3107 0.8591
C: -0.0944 3.9162 -0.8339
C: -1.2668 1.5284 3.2674
C: 3.3553 -0.3725 2.1407
C: -2.9518 1.1828 -2.5159
C: 1.9808 -0.3000 -2.9763
C: -1.8093 -3.2372 -1.5714
C: 0.6966 -2.8791 2.2434
H: -0.5801 -1.9562 -2.6082
H: 0.4149 -3.1390 0.2871
H: -0.5512 -1.6559 3.2273
H: 1.9690 -3.5621 0.9387
H: -1.0787 -1.6830 -0.6160
H: 1.9670 -0.2849 0.7429
H: -1.3951 2.0043 -1.9635
H: 0.3255 1.2275 1.9873
H: -2.5217 -2.3722 0.0780
H: -1.2982 0.3391 -1.4335
H: 0.8233 0.7294 -1.7966
H: -2.8599 0.2657 2.8548
H: -0.3374 -1.4257 1.4400
H: 2.5485 -1.9844 -2.1002
H: -4.1811 -0.1038 -3.2231
H: 0.0049 3.3202 1.0898
H: -0.6792 -3.3872 -3.2906
H: 0.7367 5.1383 0.6338
H: -1.3877 0.0552 1.9272
H: 1.2964 -0.9861 -1.2941
H: 2.7987 -0.1396 3.9199
H: 3.4571 -0.1151 -0.0037
H: -0.5007 2.1041 0.0705
H: 0.5954 5.8287 -0.9450
H: 0.5761 2.1419 3.4226
H: 1.3800 1.5068 -3.2399
H: -2.7416 -0.7872 -2.3782
H: 1.4160 -0.1824 2.6998

## Properties
- Charge: 0
- Kohn-Sham gap (spin up / spin down): 0.3272 / 0.0964 Ha
- HOMO level (spin up / spin down): -0.3447 / -0.3447 Ha
- Spin multiplicity: 2
- Energy above the lowest of the compared OMol25 structures with the same formula, charge and spin: 20.04 kcal per mole